{"formula": "C43H51N4O2Si", "method": "ωB97M-V/def2-TZVPD", "species": ["Si", "O", "O", "N", "N", "N", "N", "C", "C", "C", "C", "C", "C", "C", "C", "C", "C", "C", "C", "C", "C", "C", "C", "C", "C", "C", "C", "C", "C", "C", "C", "C", "C", "C", "C", "C", "C", "C", "C", "C", "C", "C", "C", "C", "C", "C", "C", "C", "C", "C", "H", "H", "H", "H", "H", "H", "H", "H", "H", "H", "H", "H", "H", "H", "H", "H", "H", "H", "H", "H", "H", "H", "H", "H", "H", "H", "H", "H", "H", "H", "H", "H", "H", "H", "H", "H", "H", "H", "H", "H", "H", "H", "H", "H", "H", "H", "H", "H", "H", "H", "H"], "positions_angstrom": [[0.143706, 1.816596, 0.656329], [-1.163429, 1.334271, -6.674785], [-0.021848, 0.240484, 1.197681], [-0.515394, -0.802387, -3.950568], [-1.148087, -2.307669, 0.371999], [3.320467, -8.421813, 0.458456], [-0.965834, -0.912356, -6.167392], [-0.244694, -1.051864, -2.629201], [-2.211855, -2.479549, -4.739765], [-1.134801, 5.660279, -4.905997], [-1.893779, -3.627283, 0.550592], [-0.411443, -2.205938, -1.938291], [0.820836, -3.686294, -0.285385], [-1.197062, 2.985405, -4.105555], [2.186909, -6.101962, 0.036622], [0.233428, -2.833998, -5.236379], [1.458731, 1.597655, -0.642456], [-1.969441, 2.270826, 4.635083], [-1.310341, -4.237354, 1.824071], [-0.434697, 0.569385, -4.448039], [-2.335519, 5.092201, -4.454037], [0.463632, -4.806933, -1.044883], [-1.493148, 0.447295, 3.088148], [-1.527302, 2.304948, -0.014602], [0.037652, -2.382050, -0.485034], [-3.297204, 2.296194, 4.216341], [2.592170, -4.961178, 0.732719], [-0.891353, 0.423605, -5.896104], [-2.358692, 3.761256, -4.040590], [0.035466, 4.891829, -4.936393], [-0.441996, -0.457861, 2.359804], [-0.864263, -1.786184, -5.002665], [-0.610959, -3.096781, 2.583758], [2.813513, -7.381277, 0.284301], [-1.376373, -1.373495, -7.470312], [-1.077870, 1.350092, 4.075668], [1.159230, -6.000663, -0.902360], [-2.815612, 0.520463, 2.628971], [0.010960, 3.553582, -4.528158], [3.169213, -0.828533, 3.628982], [2.070464, -0.715188, 2.766581], [-1.057217, -1.844951, 1.886063], [-3.718023, 1.419753, 3.213204], [1.920230, -3.747878, 0.577574], [0.775028, -0.719348, 3.289202], [1.687476, -1.106942, 5.515286], [2.980463, -1.042619, 4.992811], [-1.279378, 1.551032, -3.642834], [0.589987, -0.938347, 4.669418], [0.664379, 2.939757, 2.036002], [-3.278231, 3.292599, -3.680053], [2.218015, -0.585942, 1.691119], [0.627368, 0.881490, -4.434210], [1.518050, -1.279451, 6.578424], [-2.418867, -3.191708, -5.549929], [-0.119396, -3.558839, -5.981827], [-0.378757, -4.777053, -1.738318], [4.169419, -0.746995, 3.204457], [0.480078, -3.220119, 2.591078], [-0.958031, -3.036222, -2.380150], [-2.332986, 1.221375, -3.687446], [-3.253031, 5.681400, -4.425793], [-1.415155, 3.087984, -0.778828], [-1.608951, 2.965331, 5.395993], [-1.794262, -1.632612, -0.046698], [-0.420724, -0.942404, 5.091673], [0.650901, -1.532873, -0.173039], [-4.001864, 2.999448, 4.663295], [-2.050065, 1.450003, -0.466106], [2.407695, 1.990491, -0.251440], [-2.126408, -1.743697, 2.102843], [1.346498, 2.439808, 2.736582], [2.266914, -2.851668, 1.108489], [1.212957, 2.149170, -1.560065], [0.065661, -0.149423, -2.077196], [0.480237, -3.360049, -4.306971], [-0.991885, 1.507950, -2.579423], [-2.202338, -3.028187, -3.795608], [-3.143285, -0.109754, 1.797185], [-3.018242, -1.734371, -4.707445], [3.433180, -5.037886, 1.423799], [1.131464, -2.337816, -5.627676], [-2.167342, 2.698693, 0.787600], [-0.601285, -5.051775, 1.616141], [-2.346809, -1.878139, -7.411575], [-1.458645, -0.510677, -8.133897], [-0.637754, -2.073199, -7.874946], [0.975377, 5.325118, -5.284449], [0.917329, 2.943095, -4.543815], [-1.818209, -4.275797, -0.320404], [-2.126166, -4.641357, 2.433186], [0.877858, -6.860236, -1.505976], [-2.954215, -3.364158, 0.670095], [-0.038198, 1.374496, 4.406644], [-0.198451, 3.317532, 2.600850], [-4.751067, 1.429786, 2.863333], [1.188441, 3.801443, 1.596461], [3.839949, -1.153908, 5.653834], [-0.946946, -3.020918, 3.622128], [-1.112429, 6.701457, -5.231505], [1.627656, 0.543631, -0.901784]], "forces_ev_per_a": [[-0.4780, -0.3231, 0.4146], [0.5280, -1.1655, 1.0150], [-0.0085, -1.1550, -0.0008], [-0.0157, -0.2290, 0.6890], [-1.8010, 0.5389, 1.9314], [-1.1695, 2.3295, -0.3286], [-0.0533, 0.7116, 0.2345], [-0.4389, 0.0438, -0.2404], [-0.1057, 0.2091, -0.1259], [-0.0738, -0.2746, 0.0956], [-0.3471, 0.3631, 0.1077], [-0.0759, 0.0521, 0.4445], [-0.0762, 0.3224, -0.3119], [0.0796, 0.1822, 0.1451], [-0.0226, 0.1789, -0.0386], [0.0848, 0.2143, 0.0364], [0.2724, 0.1938, -0.1813], [0.0864, -0.2532, -0.1833], [-0.0039, -0.4441, 0.4853], [0.4881, 0.0432, 0.0321], [0.3168, 0.0208, 0.0001], [0.3460, -0.2567, 0.2327], [0.0723, -0.2406, -0.3151], [-0.0441, 0.2779, -0.1362], [1.2780, 0.2277, -1.4859], [-0.0528, -0.1373, -0.0920], [0.1548, 0.0992, 0.4355], [-0.4174, 0.7390, -0.7070], [0.3175, 0.0728, -0.2395], [-0.1173, -0.1579, 0.1148], [0.4932, 0.5435, -0.1836], [0.0077, -0.1764, 0.0351], [0.2176, -0.2913, 0.3774], [1.1693, -1.9802, 0.1554], [-0.0816, -0.4199, -0.1431], [-0.1629, 0.2063, 0.1088], [-0.3685, -0.0681, -0.0162], [0.0912, 0.2004, 0.4246], [-0.4709, 0.2631, 0.0496], [-0.1826, -0.1734, -0.2540], [-0.1213, 0.1830, 0.3617], [-0.7123, 0.2047, -0.0223], [0.1548, -0.1775, -0.2213], [-0.0135, -0.2211, -0.4015], [-0.1802, -0.0079, 0.0714], [-0.2093, -0.0712, -0.3239], [0.0272, 0.0781, -0.0236], [-0.3927, -0.0702, 0.0733], [0.2056, -0.0990, -0.2514], [0.1361, 0.4062, -0.0146], [0.2023, 0.2402, -0.1792], [-0.0006, 0.1391, 0.3762], [-0.3857, 0.0216, -0.1548], [0.1225, 0.0636, -0.2812], [-0.0014, 0.1725, 0.2708], [0.1590, 0.1189, 0.2383], [0.4739, -0.0178, 0.1517], [-0.1753, -0.1193, 0.2119], [-0.3844, 0.1316, 0.0293], [0.4967, 0.1696, 0.0311], [0.3332, 0.0651, 0.0232], [0.2963, -0.1059, -0.0179], [-0.1667, -0.1227, 0.1157], [-0.1519, -0.2051, -0.2241], [0.3592, -0.1299, -0.2596], [0.4246, -0.0507, -0.1687], [0.0331, -0.0848, -0.1643], [0.1980, -0.2268, -0.1552], [0.1297, 0.1760, 0.0123], [-0.1399, -0.0636, -0.1914], [0.1462, -0.1512, -0.1205], [-0.0608, 0.1319, -0.1976], [-0.2053, -0.4637, -0.1879], [0.1547, -0.0647, 0.1205], [0.2263, -0.5914, -0.4189], [-0.0411, 0.0527, -0.2247], [-0.0051, -0.0692, -0.3259], [-0.0504, 0.0431, -0.2351], [-0.0498, 0.2234, 0.3041], [0.1758, -0.1829, 0.0258], [-0.2465, 0.0545, -0.1941], [-0.1689, -0.1713, 0.1833], [0.1581, -0.0843, -0.1853], [-0.3210, 0.2578, -0.0258], [0.0904, 0.0966, -0.1333], [0.0256, -0.1029, 0.1923], [-0.1181, 0.0926, -0.0136], [-0.3286, -0.0649, 0.1051], [-0.2322, 0.3437, -0.1077], [0.1422, 0.3448, 0.0240], [0.1759, -0.0668, -0.1965], [0.0708, 0.0872, 0.2063], [0.3442, -0.0432, 0.0340], [-0.4391, -0.0515, -0.1302], [0.2711, -0.0788, -0.1952], [0.2816, 0.0834, 0.1161], [-0.0575, -0.1131, 0.2031], [-0.2130, 0.0672, -0.1869], [0.1826, -0.2077, -0.1014], [-0.0070, -0.3230, 0.0804], [-0.0537, 0.2675, 0.0920]], "lowdin_charge": [0.4239, 0.0935, -0.1937, 0.0050, 0.0232, 0.1725, -0.0369, -0.0524, 0.0031, -0.0807, -0.0707, -0.0396, -0.1674, -0.2347, -0.2183, 0.0068, -0.1367, -0.0548, -0.1125, -0.1755, -0.0734, -0.0390, -0.1423, -0.1431, -0.2050, -0.0655, 0.0010, -0.3647, -0.0458, -0.0701, -0.2943, -0.4638, -0.1142, -0.1572, -0.0069, -0.0657, -0.0008, -0.0454, -0.0400, -0.0608, -0.0399, -0.0990, -0.0640, -0.0104, -0.1752, -0.0537, -0.0701, -0.0962, -0.0565, -0.1382, 0.1136, 0.1105, 0.1589, 0.1140, 0.0883, 0.0893, 0.1079, 0.1108, 0.1124, 0.0686, 0.1372, 0.1058, 0.0403, 0.1180, 0.1767, 0.1275, 0.1333, 0.1133, 0.0316, 0.0474, 0.1298, 0.0433, 0.1096, 0.0339, 0.1052, 0.0743, 0.0774, 0.0626, 0.1123, 0.1023, 0.1314, 0.1019, 0.0372, 0.1184, 0.0933, 0.0996, 0.0960, 0.1067, 0.1081, 0.1162, 0.1263, 0.1304, 0.1413, 0.1174, 0.0345, 0.1113, 0.0488, 0.1112, 0.1344, 0.1045, 0.0210], "homo_energy_ev": -10.73, "energy_ha": -2327.98439, "mol_weight_g_mol": 683.99, "homo_lumo_gap_ev": 8.15, "charge": 1, "lumo_energy_ev": -2.58, "multiplicity": 1}